[1]
Density functional theory data (ωB97M-V/def2-TZVPD) for a structure of composition C50H42BrCl3MnN5O2S3Se.

The geometry in XYZ format:
```
108
Properties=species:S:1:pos:R:3:forces:R:3:mulliken_spin:R:1
Mn 0.571 -2.101 -1.975 -0.044 -0.342 -0.448 1.069
N 1.438 -0.413 -1.381 -0.104 0.389 0.003 -0.018
S 1.635 0.673 -0.475 0.178 -0.055 0.053 -0.008
N 0.841 0.833 1.042 -0.090 0.034 -0.129 -0.001
S -0.604 1.315 1.188 0.080 0.100 0.236 0.001
N -1.785 0.865 0.317 -0.003 -0.266 -0.109 -0.004
S -2.019 -0.766 -0.127 0.042 0.279 0.207 0.012
N -1.096 -1.509 -0.924 -0.190 -0.002 -0.055 -0.021
C -2.297 -1.527 1.479 0.056 -0.101 -0.029 0.005
C -1.311 -2.445 1.817 -0.047 -0.043 -0.001 -0.007
C -1.381 -3.083 3.048 0.002 0.031 0.002 -0.001
C -2.430 -2.805 3.914 0.016 -0.009 0.012 -0.001
C -3.417 -1.896 3.554 -0.024 -0.004 -0.027 0.001
C -3.358 -1.250 2.328 0.011 0.021 0.039 0.000
C -3.631 -0.480 -0.845 -0.002 -0.053 -0.096 0.003
C -4.539 0.470 -0.394 -0.028 -0.002 0.050 -0.002
C -5.740 0.621 -1.066 0.002 0.007 -0.004 0.001
C -6.012 -0.155 -2.189 0.011 -0.023 -0.009 0.000
C -5.082 -1.077 -2.645 -0.040 0.036 0.000 0.000
C -3.880 -1.246 -1.972 0.011 0.013 0.000 0.000
C -0.741 3.097 1.096 0.065 -0.112 0.006 -0.002
C -1.547 3.700 0.152 -0.043 0.046 -0.060 0.001
C -1.592 5.088 0.108 -0.018 -0.033 -0.041 0.000
C -0.846 5.840 1.000 0.019 0.032 0.023 0.000
C -0.033 5.215 1.940 -0.003 0.001 0.004 -0.001
C 0.029 3.834 1.987 0.002 0.025 0.001 0.001
C -0.932 1.055 2.928 -0.010 0.032 -0.123 -0.001
C -2.093 1.615 3.445 -0.016 0.029 0.053 0.001
C -2.376 1.444 4.788 0.008 0.017 -0.013 -0.001
C -1.510 0.707 5.590 -0.015 0.006 0.015 -0.001
C -0.367 0.139 5.052 -0.003 -0.035 0.006 -0.001
C -0.067 0.314 3.707 -0.001 -0.081 -0.008 0.001
C 1.356 2.277 -1.216 -0.025 0.017 0.044 0.008
C 0.530 2.255 -2.328 -0.018 0.011 -0.055 -0.002
C 0.260 3.452 -2.980 0.016 0.000 0.000 -0.001
C 0.825 4.633 -2.521 -0.016 0.011 -0.014 -0.001
C 1.658 4.635 -1.406 -0.010 -0.015 -0.003 -0.001
C 1.928 3.449 -0.743 0.008 0.014 0.006 0.003
C 3.298 0.771 0.181 0.051 -0.071 0.015 -0.003
C 4.263 0.363 -0.735 -0.022 -0.045 0.037 -0.002
C 5.587 0.312 -0.332 0.017 0.010 0.049 0.001
C 5.936 0.644 0.972 0.012 0.000 -0.032 0.001
C 4.961 1.030 1.880 -0.049 0.025 -0.007 0.001
C 3.630 1.099 1.486 0.055 0.098 -0.032 -0.006
H -0.514 -2.654 1.106 0.009 0.061 0.025 0.008
H -0.613 -3.796 3.322 0.007 0.007 -0.002 0.000
H -2.484 -3.304 4.875 -0.001 0.005 -0.012 0.000
H -4.239 -1.692 4.230 0.009 0.006 -0.006 0.000
H -4.127 -0.544 2.042 0.020 -0.020 0.020 0.000
H -4.295 1.097 0.454 -0.007 0.002 -0.034 0.000
H -6.457 1.359 -0.729 0.002 -0.009 0.000 0.000
H -6.946 -0.022 -2.720 0.003 0.000 0.002 0.000
H -5.274 -1.653 -3.542 0.004 -0.002 0.001 0.000
H -3.108 -1.908 -2.349 -0.003 -0.010 0.008 0.004
H -2.115 3.089 -0.538 0.009 0.004 0.016 0.000
H -2.206 5.577 -0.637 0.003 -0.002 0.003 0.000
H -0.889 6.921 0.960 0.006 -0.008 0.004 0.000
H 0.555 5.804 2.631 0.002 -0.001 -0.003 0.000
H 0.668 3.329 2.702 -0.010 -0.002 0.003 0.001
H -2.761 2.178 2.803 0.013 0.004 0.005 0.000
H -3.273 1.878 5.210 0.001 0.000 -0.001 0.000
H -1.735 0.573 6.641 -0.006 -0.006 -0.008 0.000
H 0.299 -0.450 5.670 0.012 0.015 -0.017 0.000
H 0.819 -0.124 3.266 -0.035 0.028 0.004 0.001
H 0.138 1.308 -2.686 0.004 -0.003 0.019 0.005
H -0.367 3.449 -3.863 0.002 -0.021 -0.026 0.000
H 0.627 5.560 -3.046 0.005 -0.005 0.009 0.000
H 2.103 5.560 -1.060 -0.005 -0.004 -0.002 0.000
H 2.584 3.431 0.120 -0.011 -0.002 -0.011 0.000
H 3.964 0.042 -1.730 0.002 0.030 0.020 0.001
H 6.345 -0.013 -1.034 -0.005 -0.002 -0.008 0.000
H 6.970 0.584 1.287 -0.008 -0.002 -0.002 0.000
H 5.229 1.262 2.903 0.001 -0.003 -0.010 0.000
H 2.860 1.385 2.189 -0.014 -0.021 0.004 0.000
Cl -0.537 -6.687 -3.836 0.025 0.012 0.007 0.001
C 0.231 -5.140 -3.413 -0.013 0.020 0.112 0.001
Cl -0.797 -4.177 -2.339 -0.029 -0.067 0.063 -0.001
H 0.372 -4.561 -4.317 0.039 0.031 -0.026 0.001
H 1.146 -5.329 -2.862 0.015 -0.041 0.006 0.000
Cl 3.244 -1.274 -3.812 0.009 -0.080 -0.016 -0.002
C 2.353 -2.637 -2.872 0.058 0.084 -0.050 -0.053
H 3.098 -2.872 -2.107 -0.042 -0.064 0.058 0.008
H 2.406 -3.449 -3.602 -0.042 0.006 -0.064 -0.008
Br 3.149 -1.197 4.448 0.048 -0.037 0.058 0.000
C 2.784 -2.845 3.553 0.002 -0.019 -0.001 0.001
C 2.956 -4.027 4.256 -0.007 -0.022 -0.009 -0.001
C 2.717 -5.226 3.597 0.004 -0.001 0.007 0.001
C 2.324 -5.230 2.266 -0.026 0.017 0.004 -0.002
C 2.138 -4.035 1.585 0.002 -0.040 0.036 0.000
C 2.369 -2.825 2.235 -0.024 0.027 -0.010 0.005
C 1.696 -4.046 0.122 0.192 -0.031 -0.110 -0.004
O 1.843 -5.092 -0.515 -0.110 0.048 -0.030 0.002
O 1.239 -2.931 -0.258 -0.056 0.020 0.193 0.012
H 3.278 -4.009 5.288 -0.002 0.004 0.002 0.000
H 2.851 -6.160 4.129 0.000 0.005 0.000 0.000
H 2.153 -6.151 1.723 0.014 -0.005 0.008 0.000
H 2.226 -1.900 1.688 -0.018 -0.004 0.015 0.001
Se -0.838 -1.518 -4.238 0.104 0.033 0.181 -0.003
C -0.579 0.148 -5.095 0.021 0.141 -0.093 0.004
C -1.664 0.987 -5.391 0.002 -0.072 0.013 -0.005
C -1.465 2.173 -6.075 0.027 0.008 -0.001 0.002
N -0.273 2.618 -6.484 -0.007 -0.018 0.048 -0.002
C 0.764 1.828 -6.183 -0.017 0.038 0.020 0.002
C 0.672 0.622 -5.510 -0.006 -0.044 0.030 -0.003
H -2.664 0.694 -5.092 0.004 0.004 -0.002 -0.001
H -2.316 2.807 -6.310 0.011 0.000 -0.004 0.000
H 1.739 2.186 -6.503 -0.009 0.001 -0.002 0.000
H 1.562 0.042 -5.300 -0.022 0.015 -0.011 0.000
```
Positions in Å, forces in eV/Å.

Its net charge is -1. The calculation puts the energy above the lowest of the compared OMol25 structures with the same formula, charge and spin at 0.0 kcal/mol. The value obtained for the frontier orbital gap (spin up / spin down) is 5.5 / 5.1 eV. Its spin multiplicity is 2. As for the electronic energy: -300853.58358 eV. The molar mass is 1161.28 g mol⁻¹. For the LUMO energy (spin up / spin down), the calculation gives 1.664 / 1.664 eV.

---

[2]
Density functional theory data (ωB97M-V/def2-TZVPD) for a cluster of 8 separate species, C50H42F7INO3 in total.

The geometry in XYZ format:
```
104
Properties=species:S:1:pos:R:3:forces:R:3:mulliken_charge:R:1
O -1.438 4.371 3.460 0.214 -0.009 -0.361 -0.477
C -0.742 4.620 2.538 -0.255 -0.084 0.481 0.391
I 1.304 5.259 2.888 -0.256 -0.071 -0.026 0.089
C -1.257 4.572 1.087 0.676 0.351 0.150 -0.310
C -0.341 5.265 0.120 -0.145 -0.247 -0.235 0.023
C -0.513 6.615 -0.078 -0.019 0.126 0.035 -0.774
N 0.304 7.301 -0.885 0.109 -0.012 -0.098 0.041
C 1.319 6.722 -1.548 -0.045 0.247 -0.015 -0.721
C 1.542 5.384 -1.394 0.036 -0.344 0.191 -0.772
C 0.715 4.636 -0.555 -0.262 0.037 -0.265 1.673
C 1.063 3.180 -0.328 0.564 -0.371 0.544 0.114
O 2.162 2.919 0.059 -0.131 0.163 -0.094 -0.411
O 0.128 2.242 -0.591 -0.467 0.669 -0.114 -0.426
H -2.228 5.064 1.122 -0.109 -0.149 -0.084 0.628
H -1.382 3.530 0.817 -0.257 -0.007 0.116 0.000
H -1.295 7.172 0.420 0.015 0.066 -0.035 0.477
H 0.161 8.297 -0.995 -0.043 0.025 0.003 0.295
H 1.929 7.346 -2.183 -0.032 0.102 0.018 0.467
H 2.379 4.938 -1.909 -0.010 -0.037 -0.005 0.556
H -0.307 1.939 0.225 0.145 -0.397 0.084 0.324
F -1.149 1.492 1.904 0.118 0.095 -0.249 -0.249
C -0.826 0.310 2.538 0.069 -0.187 0.145 1.007
C -0.029 -0.599 1.878 -0.009 0.082 -0.132 -0.673
C 0.281 -1.784 2.532 -0.052 0.008 0.062 -0.524
C -0.207 -2.026 3.809 0.038 -0.079 0.022 -0.686
C -1.005 -1.084 4.442 0.045 -0.047 -0.038 -0.155
C -1.325 0.105 3.803 -0.010 0.211 0.098 -1.077
H 0.337 -0.392 0.880 0.010 -0.003 0.012 0.483
H 0.904 -2.517 2.039 0.004 -0.003 -0.012 0.399
H 0.032 -2.952 4.313 -0.002 -0.006 0.006 0.474
H -1.392 -1.276 5.433 -0.015 0.001 0.009 0.436
H -1.947 0.854 4.273 -0.009 -0.006 -0.014 0.482
F 4.228 4.118 -4.058 -0.011 -0.020 -0.003 -0.321
C 3.892 2.804 -4.029 -0.017 0.121 0.025 0.541
C 4.352 1.966 -5.022 0.032 0.004 -0.077 -0.615
C 3.987 0.628 -4.968 -0.044 0.009 0.073 -0.289
C 3.176 0.158 -3.942 0.064 -0.018 0.009 -0.977
C 2.730 1.027 -2.957 0.029 -0.007 -0.050 -0.185
C 3.095 2.366 -2.996 -0.024 -0.328 -0.179 0.082
H 4.977 2.357 -5.813 0.009 0.005 0.011 0.465
H 4.339 -0.050 -5.734 0.008 -0.003 -0.009 0.405
H 2.894 -0.885 -3.910 0.004 -0.011 -0.005 0.500
H 2.098 0.667 -2.156 0.018 0.001 0.027 0.447
H 2.779 3.042 -2.227 0.078 0.099 0.106 -0.147
F -4.197 -1.018 5.360 0.018 0.003 -0.002 -0.286
C -5.052 -1.037 4.311 -0.015 0.010 -0.026 0.366
C -4.534 -0.989 3.033 -0.034 -0.038 -0.089 -0.052
C -5.417 -1.014 1.962 -0.066 0.011 0.042 -0.493
C -6.786 -1.078 2.181 0.000 0.010 -0.011 -0.577
C -7.277 -1.121 3.479 0.030 0.003 -0.035 -0.358
C -6.407 -1.103 4.560 -0.038 -0.003 0.062 -0.531
H -3.466 -0.943 2.883 0.035 -0.041 0.014 0.350
H -5.031 -0.985 0.952 0.009 -0.005 -0.006 0.378
H -7.469 -1.097 1.344 -0.005 -0.004 -0.002 0.385
H -8.343 -1.171 3.654 -0.009 -0.011 0.008 0.369
H -6.766 -1.143 5.580 0.016 0.008 0.004 0.442
F 2.804 7.672 4.499 0.062 -0.011 -0.016 -0.274
C 3.831 7.456 5.362 0.033 0.013 0.044 0.690
C 4.563 6.293 5.246 -0.029 -0.043 -0.062 -0.421
C 5.610 6.081 6.131 0.002 0.035 0.028 -0.370
C 5.903 7.023 7.108 0.009 -0.004 0.005 -0.575
C 5.147 8.183 7.200 0.015 -0.040 -0.013 -0.301
C 4.099 8.411 6.320 -0.037 0.066 0.014 -0.507
H 4.317 5.569 4.481 0.005 0.009 -0.004 0.248
H 6.199 5.177 6.055 -0.004 -0.014 -0.001 0.359
H 6.719 6.852 7.796 0.004 0.001 0.005 0.376
H 5.371 8.917 7.962 0.003 0.014 0.000 0.365
H 3.500 9.309 6.370 -0.014 -0.012 -0.005 0.412
F -1.922 -3.871 -7.562 -0.053 0.096 0.009 -0.310
C -1.092 -2.917 -7.094 0.050 0.017 -0.003 0.366
C -1.547 -2.063 -6.110 -0.061 0.006 0.044 -0.488
C -0.683 -1.089 -5.632 0.045 -0.026 -0.025 -0.512
C 0.604 -0.980 -6.141 -0.048 0.010 -0.032 -0.494
C 1.033 -1.852 -7.132 -0.026 0.012 0.035 -0.440
C 0.183 -2.836 -7.617 0.043 -0.038 -0.039 -0.281
H -2.556 -2.166 -5.734 0.000 -0.020 -0.010 0.433
H -1.019 -0.411 -4.858 -0.013 0.012 -0.004 0.401
H 1.268 -0.214 -5.769 0.006 0.033 -0.009 0.523
H 2.034 -1.769 -7.534 0.007 -0.005 -0.008 0.361
H 0.496 -3.532 -8.383 -0.019 -0.004 -0.001 0.448
F -0.128 -8.001 6.308 0.006 -0.008 -0.005 -0.318
C -0.549 -6.769 6.653 -0.011 0.044 0.013 0.413
C 0.037 -6.144 7.736 0.049 -0.013 0.042 -0.480
C -0.400 -4.874 8.083 -0.021 0.011 -0.037 -0.290
C -1.407 -4.254 7.355 0.008 0.031 -0.013 -0.595
C -1.980 -4.908 6.273 0.023 0.055 0.002 -0.311
C -1.550 -6.177 5.910 -0.027 -0.008 -0.068 -0.526
H 0.815 -6.649 8.291 0.001 -0.013 -0.014 0.423
H 0.049 -4.368 8.928 0.002 -0.006 0.016 0.375
H -1.747 -3.266 7.634 -0.020 -0.006 0.015 0.425
H -2.768 -4.429 5.706 -0.012 -0.005 -0.008 0.445
H -1.978 -6.703 5.068 -0.003 -0.023 0.017 0.432
F -0.741 -9.650 -11.145 0.002 -0.006 -0.006 -0.315
C -0.880 -8.726 -10.174 -0.007 0.030 0.032 0.363
C -1.068 -7.406 -10.532 0.001 0.039 -0.057 -0.571
C -1.213 -6.461 -9.526 0.011 -0.001 0.034 -0.169
C -1.163 -6.840 -8.192 0.038 -0.128 -0.002 -0.414
C -0.972 -8.176 -7.862 0.008 0.037 -0.042 -0.377
C -0.831 -9.134 -8.856 0.007 -0.055 0.035 -0.452
H -1.099 -7.134 -11.578 -0.007 -0.019 -0.004 0.410
H -1.369 -5.423 -9.787 -0.012 0.010 -0.003 0.376
H -1.277 -6.102 -7.414 -0.018 0.021 0.025 0.361
H -0.932 -8.477 -6.824 -0.009 -0.011 0.007 0.362
H -0.686 -10.179 -8.622 0.008 -0.002 -0.018 0.417
```
Positions in Å, forces in eV/Å.

Its net charge is +1. The value obtained for the frontier orbital gap is 5.3 eV. As for the electronic energy: -87280.07613 eV. The molar mass is 964.78 g mol⁻¹. For the LUMO energy, the calculation gives -4.814 eV.